## w
{
  "formula": "C3HO4",
  "method": "the ωB97M-V functional and the def2-TZVPD basis",
  "elements": ["C", "C", "C", "O", "O", "O", "O", "H"],
  "positions_angstrom": [[-1.0870, 0.8655, -0.5955], [0.6055, -1.2478, 0.6135], [0.0836, 0.2078, -0.1983], [1.4428, -1.9190, 0.0499], [-1.8846, 1.1879, -1.4452], [-0.0677, -1.3403, 1.6169], [-0.7674, 0.9253, 0.6838], [1.6749, 1.3206, -0.7252]],
  "mulliken_charge": [0.9239, 0.6582, -0.5774, -0.6333, -0.5756, -0.6043, -0.2304, 0.0389],
  "charge": -1,
  "e_homo_ev": [-4.797, -4.803],
  "spin_multiplicity": 1
}

## x
{
  "formula": "C3HO4",
  "method": "the ωB97M-V functional and the def2-TZVPD basis",
  "elements": ["C", "C", "C", "O", "O", "O", "O", "H"],
  "positions_angstrom": [[0.2416, 1.3778, 0.0047], [-0.7886, -1.2573, 0.0283], [0.2964, -0.0610, -0.0014], [-0.3675, -2.3643, 0.2674], [0.1334, 2.4466, -0.4216], [-1.8750, -0.6809, -0.1958], [0.4056, 0.7156, 1.2731], [1.9542, -0.1765, -0.9547]],
  "mulliken_charge": [0.6532, 0.6232, -0.2382, -0.6245, -0.4644, -0.6503, -0.3583, 0.0593],
  "charge": -1,
  "e_homo_ev": -4.649,
  "spin_multiplicity": 1
}

Which of them is most stable, and which least? Most stable: x; least stable: w.